# 1
Entry from the OMol25 dataset: a gas-phase ion, C17H26N3O2S (charge +1) in a non-equilibrium geometry (ωB97M-V with the def2-TZVPD basis set).

Computed properties:
**Gap between HOMO and LUMO**: 8.54 eV
**Calculated total energy**: -37429.862 eV
**2S+1**: 1
**SMILES**: CCCCNC(=S)N1CC[NH+](Cc2ccc3c(c2)OCO3)CC1
**Highest occupied orbital energy**: -11.03 eV
**LUMO**: -2.50 eV
**Charge**: +1
**Energy relative to the best compared isomer or geometry (same formula, charge and spin)**: 382.5 kcal/mol

XYZ file:
```
49
Properties=species:S:1:pos:R:3:forces:R:3:nbo_charge:R:1
C 2.8138 7.8217 0.1418 5.1 -3.4 1.3 -0.585
H 3.7336 8.3180 0.3061 0.5 1.6 0.5 0.216
H 1.9750 8.2577 0.3903 -4.2 2.8 0.6 0.202
C 2.9376 6.5512 1.0117 1.0 1.0 -3.9 -0.421
C 1.8742 5.6747 0.6358 -6.0 0.5 6.4 -0.331
H 0.7860 6.3768 0.9100 2.5 -2.0 -0.4 0.135
H 1.6069 5.5654 -0.3523 0.4 -1.4 -2.4 0.220
C 1.8411 4.4554 1.7429 -1.7 0.7 -9.0 -0.200
N 0.6668 3.6623 1.5124 -4.7 -0.3 -3.3 -0.530
C 0.5353 2.3101 1.5208 7.2 3.7 4.3 0.324
S 1.8229 1.4472 2.2579 0.4 -0.3 -0.5 -0.276
N -0.5863 1.7847 1.3650 -8.8 -4.1 -6.0 -0.479
H 1.1859 0.0266 0.8654 -2.1 0.5 0.3 0.480
C -1.1757 0.5652 2.0825 -0.1 2.5 -0.7 -0.210
C -0.6971 -0.7667 1.2755 -8.8 7.2 -0.4 -0.278
N 0.2562 -0.3939 0.3859 6.3 -2.2 -2.0 -0.470
C -0.0580 0.4181 -0.8741 -0.1 5.8 11.0 -0.170
C -0.9728 1.6177 -0.2269 0.0 -4.0 2.8 -0.194
H -1.9702 1.1616 -0.2380 -0.1 1.2 0.0 0.221
H -0.8104 2.5168 -0.6849 0.0 2.1 -1.3 0.216
H -0.4510 -0.1725 -1.4549 -4.1 -5.4 -6.7 0.205
H 0.7768 0.9305 -1.0191 4.0 1.3 -1.8 0.217
C 0.9378 -1.7615 0.0433 -1.3 6.4 -11.3 -0.142
C -0.0300 -2.5140 -0.8637 5.5 1.9 -0.4 -0.135
C 0.3449 -2.6306 -2.1178 -2.3 1.4 -7.2 -0.143
C -0.6817 -3.3643 -3.1279 8.8 6.3 7.4 -0.298
C -1.4668 -4.1487 -2.6964 -8.0 -9.5 11.8 0.309
C -1.5391 -4.4003 -0.9749 2.3 4.3 -5.1 0.379
C -0.8056 -3.4314 -0.3248 -5.6 -6.5 3.4 -0.391
H -0.8271 -3.6891 0.7107 0.2 0.8 1.2 0.215
O -2.4051 -5.3285 -0.6747 0.7 -0.3 -1.4 -0.439
C -2.8177 -5.7875 -2.0053 -7.0 -0.5 1.4 0.243
O -2.4092 -5.0829 -3.0431 2.6 3.1 -3.3 -0.472
H -2.6514 -6.8006 -2.2102 0.7 -1.7 0.6 0.182
H -4.0232 -5.6031 -2.0681 2.5 -0.9 0.9 0.159
H -0.7060 -3.2603 -4.0191 0.9 2.1 -11.4 0.203
H 0.9836 -1.8968 -2.7485 -0.7 -1.4 1.7 0.221
H 1.0783 -2.2125 0.8252 2.0 -4.6 8.6 0.184
H 1.8775 -1.4494 -0.5795 -1.5 -0.9 1.5 0.228
H -1.7370 -0.9544 0.8182 1.7 -0.1 -0.6 0.237
H -0.7503 -1.5063 1.8956 1.8 -4.7 3.6 0.246
H -2.3819 0.8780 2.2770 3.4 -1.5 -0.8 0.248
H -0.6002 0.7310 2.9571 -0.1 -0.8 1.6 0.236
H -0.2824 4.2233 1.1206 3.5 -1.9 1.6 0.407
H 2.7101 3.9367 1.6239 2.2 -1.9 -0.3 0.222
H 1.7026 4.6694 2.6537 -0.2 3.1 7.0 0.199
H 2.8833 6.8804 1.9721 0.3 0.1 3.0 0.211
H 3.7833 5.9628 0.6926 1.3 0.4 0.7 0.199
H 2.9931 7.4667 -0.7991 -0.7 -0.4 -3.1 0.200
```
Forces are in eV/Å.

# 2
Entry from the OMol25 dataset: a molecular structure, C4H10NO in a non-equilibrium geometry (ωB97M-V with the def2-TZVPD basis set).

Computed properties:
**Gap between HOMO and LUMO**: 4.37 eV
**Calculated total energy**: -7841.876 eV
**2S+1**: 1
**Highest occupied orbital energy**: -2.08 eV
**LUMO**: 2.29 eV
**Charge**: -1
**Energy relative to the best compared isomer or geometry (same formula, charge and spin)**: 130.5 kcal/mol

XYZ file:
```
16
Properties=species:S:1:pos:R:3:forces:R:3:nbo_charge:R:1
C -1.6318 -1.0156 0.7083 -0.8 0.7 0.4 0.214
N -2.6157 -0.1273 1.0241 3.5 -3.7 0.0 -0.649
C 2.8911 -0.6236 -0.0116 -1.2 2.3 0.0 -0.144
O 4.1723 -0.7629 -0.1017 1.4 -0.6 -0.4 -0.935
C -2.0851 0.7016 -0.0987 0.4 2.7 -1.8 -0.275
C -0.5214 0.9653 -0.3895 0.7 0.8 0.8 -0.675
H -1.7093 -1.8742 -0.0636 -0.7 0.7 0.9 0.118
H -0.5001 -1.0561 1.0208 -1.9 0.7 0.0 0.173
H 2.6024 0.1635 0.8047 -0.3 -0.7 -0.2 0.033
H 2.3364 -0.1006 -0.9317 0.4 -0.7 0.5 0.014
H 2.2889 -1.5354 0.1894 -0.4 -0.4 0.1 0.056
H -2.5935 0.3414 -1.0263 0.6 0.3 0.2 0.161
H -2.5092 1.7245 0.1148 0.4 -1.0 -0.2 0.228
H -0.2437 1.9157 -0.9384 -1.1 -1.1 0.1 0.223
H 0.0511 0.1482 -0.8348 -0.4 0.0 -0.4 0.228
H 0.0677 1.1353 0.5340 -0.7 -0.2 0.0 0.228
```
Forces are in eV/Å.